Computed, not measured: a single C15H17I2N2O5PS molecule in a non-equilibrium geometry, with ωB97M-V/def2-TZVPD.

Summary:
DFT total energy ... -65358.84813 eV

CARTESIAN COORDINATES (ANGSTROEM)
C -5.072 -0.614 -0.746
C -4.951 1.024 -1.067
O -5.565 1.524 -2.155
O -4.111 1.786 -0.131
C -3.036 2.526 -0.803
C -1.933 1.650 -1.600
C -0.661 1.064 -0.796
C 0.689 0.542 -1.637
S 0.650 0.741 -3.525
C 1.987 -0.117 -0.814
P 3.540 -0.712 -1.830
N 4.445 0.819 -2.192
O 3.059 -1.528 -3.292
C 1.999 -0.291 0.850
C 3.219 -0.976 1.704
I 4.155 0.392 3.181
C 2.809 -2.452 2.377
C 1.401 -3.059 1.707
I 2.796 -2.447 4.568
C 0.678 0.270 1.631
C -0.584 0.925 0.820
C -1.593 1.326 2.004
O -2.419 2.306 2.324
N -1.321 0.202 3.028
C 0.210 0.315 3.195
O 0.862 0.459 4.349
H -6.066 -0.884 -0.167
H -4.882 -1.277 -1.698
H -4.188 -0.884 0.008
H -2.449 3.282 -0.094
H -3.573 3.229 -1.605
H -1.504 2.350 -2.468
H -2.424 0.737 -2.193
H 1.046 2.044 -3.897
H 5.370 0.659 -1.694
H 4.642 0.899 -3.216
H 3.276 -0.978 -4.118
H 4.105 -1.240 0.949
H 3.646 -3.241 2.056
H 1.458 -3.060 0.525
H 0.444 -2.480 2.049
H 1.395 -4.211 2.015
H -1.552 -0.620 2.398

Atoms 1-2, force components in eV/Å:
C 1.218 0.484 1.392
C -2.368 1.161 -4.690

Here are the natural (NBO) charges for atoms 1 to 4, given in e: atom 1 (C): -0.732, atom 2 (C): 0.797, atom 3 (O): -0.573, atom 4 (O): -0.546